A 10-piece molecular cluster, C19H61N3O10 overall in a non-equilibrium geometry. Source: OMol25; level of theory: the ωB97M-V functional and the def2-TZVPD basis.

Geometry as XYZ:
```
93
Properties=species:S:1:pos:R:3:lowdin_charge:R:1
C -4.679 -3.319 -0.116 -0.097
O -4.619 -2.338 0.906 -0.158
C -3.350 -1.980 1.243 -0.237
C -3.269 -0.601 1.898 -0.415
C -3.546 0.564 0.962 -0.030
N -2.021 -0.346 2.504 0.032
H -5.708 -3.732 -0.412 0.104
H -4.295 -4.302 0.103 0.072
H -4.235 -2.840 -1.039 0.109
H -3.072 -2.807 2.006 0.155
H -2.688 -2.070 0.516 0.058
H -4.078 -0.615 2.570 0.124
H -4.368 0.476 0.311 0.071
H -2.815 0.718 0.118 0.104
H -3.745 1.398 1.416 0.012
H -1.584 -0.963 3.288 0.126
H -2.123 0.708 2.736 0.119
C 3.796 -0.614 -3.001 -0.102
O 2.797 -1.622 -2.971 -0.189
C 1.428 -1.017 -2.747 -0.129
C 0.515 -2.278 -2.665 -0.372
C 0.380 -3.175 -4.091 0.024
N -0.819 -1.968 -2.275 0.053
H 3.474 0.198 -3.622 0.073
H 4.766 -0.977 -3.005 0.066
H 3.807 -0.028 -1.987 0.089
H 1.576 -0.415 -1.947 0.038
H 1.100 -0.286 -3.587 0.148
H 1.012 -2.843 -2.000 0.062
H 1.233 -3.794 -4.346 0.062
H 0.050 -2.334 -4.645 0.051
H -0.294 -4.003 -3.758 0.078
H -1.170 -1.248 -2.824 0.070
H -0.680 -1.229 -1.580 0.086
C -0.340 5.795 -3.476 -0.141
O 0.471 4.885 -2.853 -0.160
C -0.283 3.806 -2.469 -0.213
C 0.389 3.241 -1.200 -0.441
C 1.708 2.579 -1.654 -0.029
N -0.426 2.335 -0.533 0.062
H -0.788 6.502 -2.850 0.056
H -0.987 5.369 -4.132 0.053
H 0.236 6.760 -3.991 0.150
H -1.177 4.156 -2.293 0.066
H -0.275 3.101 -3.305 0.141
H 0.719 4.165 -0.617 0.155
H 2.251 2.183 -0.835 0.024
H 2.386 3.222 -2.293 0.103
H 1.593 1.736 -2.514 0.109
H -1.086 2.803 0.029 0.042
H 0.143 1.693 0.091 0.085
C -1.027 3.547 3.040 -0.174
O -1.118 3.911 1.643 -0.195
H -0.724 2.452 2.867 0.112
H -1.940 3.531 3.710 0.124
H -0.327 4.057 3.681 0.074
H -1.793 4.523 1.630 0.067
C 1.820 -2.477 0.521 -0.172
O 2.597 -3.524 0.043 -0.018
H 1.592 -1.838 -0.371 0.095
H 2.348 -1.858 1.246 0.068
H 0.878 -2.791 0.915 0.039
H 2.685 -3.315 -0.818 0.000
C -0.223 -3.080 3.677 -0.178
O -0.904 -3.030 4.902 -0.056
H 0.889 -2.782 3.919 0.123
H -0.629 -2.540 2.874 0.010
H 0.042 -4.004 3.087 0.094
H -0.414 -3.432 5.536 0.023
C 0.841 3.575 2.164 -0.315
O 1.302 2.651 3.077 -0.075
H 0.349 4.613 2.527 0.143
H 0.401 3.211 1.183 0.069
H 1.875 3.856 1.667 0.127
H 2.124 2.872 3.377 0.050
C 1.081 -0.170 1.216 -0.221
O 0.047 -0.912 0.729 -0.109
H 1.978 -0.766 1.558 0.065
H 0.943 0.608 1.707 0.011
H 1.629 0.161 0.303 0.072
H -0.584 -0.777 1.407 0.006
C 3.508 0.770 0.859 -0.093
O 4.634 0.439 -0.083 -0.060
H 3.557 0.387 1.819 0.097
H 2.833 0.359 0.533 -0.140
H 3.194 1.813 0.913 0.101
H 5.248 0.428 0.614 0.040
C -0.917 -4.249 0.248 -0.194
O -1.453 -4.311 -1.000 -0.137
H -1.707 -4.239 1.020 0.073
H -0.085 -3.595 0.341 0.027
H -0.552 -5.258 0.119 0.095
H -1.290 -3.477 -1.484 0.013
```

Output
SMILES string = COC[C@H](C)N.COC[C@H](C)N.COC[C@H](C)N.CO.CO.CO.CO.CO.CO.CO
Kohn-Sham gap = 9.09 eV
relative energy (zero: lowest compared OMol25 entry of this formula, charge and spin) = 446.1 kcal per mole



A 14-piece molecular cluster, C19H66N10O14 overall in a non-equilibrium geometry. Source: OMol25; level of theory: the ωB97M-V functional and the def2-TZVPD basis.

Geometry as XYZ:
```
109
Properties=species:S:1:pos:R:3:lowdin_charge:R:1
C -15.226 -15.103 4.811 -0.060
C -16.414 -16.096 4.903 -0.295
O -17.555 -15.510 4.348 -0.129
H -14.266 -15.562 5.138 0.094
H -15.415 -14.217 5.381 0.052
H -15.097 -14.651 3.817 0.060
H -16.682 -16.437 5.923 0.126
H -16.098 -17.009 4.442 0.085
H -18.275 -16.204 4.338 0.097
C -18.641 -10.928 0.282 -0.052
C -20.021 -10.723 -0.376 -0.271
O -20.986 -11.587 0.105 -0.081
H -18.659 -10.782 1.343 0.060
H -17.794 -10.442 -0.082 0.061
H -18.403 -11.974 0.133 0.027
H -19.912 -10.873 -1.468 0.125
H -20.329 -9.732 -0.238 0.102
H -21.725 -11.538 -0.461 0.090
C -17.156 -17.168 0.932 -0.103
C -15.776 -17.594 1.466 -0.292
O -15.126 -17.707 0.218 -0.086
H -17.489 -17.799 0.091 0.068
H -17.154 -16.125 0.579 0.063
H -17.976 -17.456 1.657 0.058
H -15.912 -18.536 1.998 0.105
H -15.370 -16.809 2.134 0.099
H -14.153 -17.838 0.273 0.104
C -19.731 -19.227 0.823 -0.089
C -19.944 -20.035 -0.459 -0.347
O -18.930 -19.700 -1.302 -0.057
H -18.739 -19.495 1.257 0.085
H -20.368 -19.583 1.652 0.070
H -19.729 -18.118 0.694 0.055
H -20.924 -19.824 -0.876 0.100
H -19.942 -21.070 -0.331 0.095
H -19.055 -20.073 -2.183 0.107
C -16.519 -13.592 1.233 -0.055
C -15.683 -12.269 1.529 -0.310
O -14.345 -12.537 1.293 -0.083
H -17.532 -13.379 1.543 0.025
H -16.107 -14.447 1.844 0.075
H -16.524 -13.683 0.140 0.073
H -15.813 -11.911 2.527 0.085
H -15.891 -11.414 0.840 0.110
H -14.327 -12.829 0.361 0.099
C -18.677 -12.157 3.826 -0.589
O -18.604 -10.764 3.806 -0.133
N -19.734 -12.771 3.402 0.153
N -17.705 -12.888 4.320 0.182
H -20.516 -12.134 3.094 0.098
H -20.028 -13.721 3.525 0.090
H -16.855 -12.316 4.572 0.144
H -17.546 -13.893 4.169 0.051
C -22.983 -15.462 4.002 -0.607
O -22.347 -16.660 4.293 -0.126
N -24.155 -15.326 3.391 0.173
N -22.276 -14.406 3.981 0.141
H -24.690 -16.207 3.208 0.160
H -24.623 -14.417 3.330 0.117
H -21.476 -14.458 4.628 0.138
H -22.498 -13.420 3.692 0.087
C -18.460 -13.524 -2.700 -0.618
O -18.499 -14.166 -3.880 -0.096
N -19.278 -13.822 -1.720 0.193
N -17.605 -12.521 -2.457 0.149
H -19.819 -14.664 -1.788 0.037
H -19.304 -13.381 -0.800 0.069
H -17.002 -12.242 -3.271 0.141
H -17.745 -11.787 -1.776 0.059
C -22.663 -11.029 3.003 -0.610
O -23.311 -10.357 4.039 -0.113
N -23.027 -12.196 2.562 0.114
N -21.497 -10.710 2.547 0.143
H -24.019 -12.445 2.845 0.159
H -22.639 -12.681 1.731 0.087
H -21.084 -9.847 2.943 0.158
H -21.213 -11.001 1.598 0.063
C -23.786 -14.446 0.226 -0.588
O -25.046 -15.030 0.596 -0.153
N -22.698 -14.406 0.939 0.140
N -23.621 -13.965 -0.983 0.152
H -22.811 -14.752 1.893 0.064
H -21.690 -14.224 0.638 0.115
H -24.406 -13.848 -1.619 0.128
H -22.648 -13.779 -1.374 0.137
C -22.526 -17.759 0.706 -0.169
O -23.779 -17.490 0.156 -0.089
H -21.775 -17.871 -0.084 0.039
H -22.516 -18.704 1.252 0.092
H -22.153 -16.994 1.372 0.049
H -23.749 -16.802 -0.509 0.043
C -19.251 -18.886 4.327 -0.143
O -19.717 -17.625 3.948 -0.147
H -19.557 -19.033 5.348 0.083
H -18.217 -19.011 4.192 0.061
H -19.742 -19.662 3.689 0.081
H -20.677 -17.602 4.015 0.038
C -20.225 -16.716 -1.983 -0.175
O -21.159 -15.757 -1.694 -0.161
H -20.625 -17.718 -1.862 0.065
H -19.231 -16.692 -1.474 0.107
H -20.119 -16.659 -3.069 0.101
H -22.080 -16.097 -1.783 0.111
C -19.808 -15.404 1.533 -0.148
O -19.948 -14.071 1.156 -0.190
H -18.805 -15.546 1.908 0.051
H -19.746 -16.019 0.606 0.079
H -20.561 -15.715 2.214 0.055
H -19.761 -13.558 1.975 0.012
```

Output
Kohn-Sham gap = 9.35 eV
relative energy (zero: lowest compared OMol25 entry of this formula, charge and spin) = 34.7 kcal per mole



A 14-piece molecular cluster, C19H66N4O14 overall in a non-equilibrium geometry. Source: OMol25; level of theory: the ωB97M-V functional and the def2-TZVPD basis.

Geometry as XYZ:
```
103
Properties=species:S:1:pos:R:3:lowdin_charge:R:1
C -5.587 -1.175 2.685 -0.101
C -4.840 0.054 2.159 -0.310
O -4.231 -0.449 0.974 -0.110
H -4.937 -2.013 2.845 0.045
H -6.235 -1.506 1.923 0.051
H -6.211 -0.998 3.651 0.102
H -4.110 0.485 2.861 0.090
H -5.614 0.817 2.035 0.104
H -3.425 -0.965 1.132 0.029
C 2.249 -0.291 3.619 -0.075
C 3.355 -0.269 2.547 -0.344
O 3.697 -1.560 2.267 -0.081
H 1.896 0.724 3.999 0.102
H 2.641 -0.946 4.503 0.112
H 1.382 -0.764 3.255 0.003
H 4.179 0.348 2.938 0.116
H 2.963 0.191 1.583 0.095
H 4.473 -1.550 1.688 0.122
C -1.154 1.774 0.991 -0.044
C -0.059 0.680 1.129 -0.235
O -0.083 -0.322 0.081 -0.108
H -1.014 2.399 0.110 0.039
H -1.087 2.441 1.841 0.073
H -2.143 1.279 0.934 0.081
H -0.218 0.012 2.021 0.104
H 0.927 1.123 1.136 0.081
H 0.267 -1.109 0.436 0.009
C 2.171 3.842 0.183 -0.061
C 3.377 3.558 1.140 -0.276
O 4.510 3.718 0.315 -0.073
H 1.208 3.823 0.749 0.085
H 2.069 2.987 -0.446 0.033
H 2.204 4.714 -0.444 0.062
H 3.285 2.557 1.521 0.078
H 3.442 4.270 1.983 0.116
H 5.256 3.534 0.844 0.063
C 4.743 0.708 -0.862 -0.032
C 3.861 -0.505 -1.277 -0.269
O 2.590 -0.281 -0.803 -0.112
H 4.404 1.701 -1.101 0.061
H 5.733 0.647 -1.099 0.037
H 4.724 0.751 0.241 0.062
H 4.191 -1.404 -0.866 0.094
H 3.731 -0.655 -2.313 0.109
H 2.119 0.425 -1.260 0.061
C 0.439 0.648 -3.423 -0.565
O 0.296 -0.743 -3.504 -0.117
N 0.591 1.293 -2.261 0.175
N 0.547 1.342 -4.513 0.181
H 0.303 0.856 -1.375 0.084
H 0.823 2.242 -2.258 0.037
H 0.763 0.726 -5.353 0.164
H 0.786 2.283 -4.564 0.073
C 0.945 -3.482 2.472 -0.584
O 0.426 -2.430 1.763 -0.123
N 2.144 -3.625 2.947 0.177
N 0.168 -4.508 2.692 0.147
H 2.713 -2.767 2.668 0.081
H 2.451 -4.318 3.697 0.166
H -0.824 -4.697 2.309 0.160
H 0.469 -5.464 2.947 0.125
C 0.017 4.579 -2.290 -0.155
O 1.227 4.023 -2.739 -0.152
H -0.532 3.835 -1.748 0.040
H -0.551 4.834 -3.210 0.107
H 0.152 5.415 -1.624 0.080
H 1.594 4.576 -3.438 0.105
C 1.387 -3.192 -2.007 -0.126
O 1.848 -2.925 -0.663 -0.151
H 0.485 -2.674 -2.141 0.023
H 1.075 -4.208 -2.168 0.069
H 2.034 -2.872 -2.800 0.073
H 2.079 -1.959 -0.549 0.047
C -2.392 -2.183 -2.433 -0.182
O -2.624 -1.487 -1.267 -0.118
H -3.409 -2.550 -2.688 0.098
H -1.616 -2.956 -2.364 0.067
H -2.014 -1.540 -3.188 0.030
H -1.803 -1.240 -0.818 0.051
C -2.387 1.427 -2.517 -0.119
O -3.751 1.836 -2.239 -0.123
H -2.338 0.710 -3.318 0.080
H -1.885 1.074 -1.582 0.063
H -1.849 2.389 -2.735 0.069
H -4.326 1.075 -2.240 0.086
C -2.257 -1.679 3.506 -0.144
O -2.204 -1.844 2.097 -0.146
H -2.800 -0.832 3.956 0.081
H -1.261 -1.472 3.835 0.056
H -2.537 -2.642 3.956 0.086
H -1.286 -2.127 1.906 0.028
C -3.132 4.799 -1.627 -0.179
O -3.254 4.466 -2.978 -0.123
H -2.868 3.879 -1.074 0.072
H -4.033 5.057 -1.197 0.051
H -2.390 5.582 -1.405 0.084
H -3.616 3.577 -3.080 0.047
C -0.518 -5.806 -0.236 -0.189
O -0.830 -4.466 -0.224 -0.101
H -1.316 -6.418 -0.654 0.093
H -0.225 -6.171 0.733 0.049
H 0.359 -6.033 -0.779 0.062
H 0.008 -4.013 -0.056 0.041
```

Output
Kohn-Sham gap = 8.81 eV
relative energy (zero: lowest compared OMol25 entry of this formula, charge and spin) = 0.0 kcal per mole